Formula: C10H22F3Li2NO4
Source: the Open Molecules 2025 dataset
Level of theory: wB97M-V/def2-TZVPD

calculated total energy = -1064.4605 hartree
HOMO = -7.26 eV
ΔE to the lowest compared entry with this formula, charge and spin = 175.5 kcal/mol
net charge = 0
HOMO-LUMO gap = 6.61 eV

Each line ends with the natural charge from an NBO analysis.
Atoms and positions in Å:
Li -0.19 -1.85 -0.47  0.960
Li 1.87 -1.33 -3.56  0.989
O -1.12 -1.17 -3.27  -1.408
H -1.99 -0.78 -3.48  0.430
O 2.65 -2.12 -0.56  -1.410
H 3.24 -2.39 0.17  0.430
C -3.31 -0.02 1.34  -0.637
C -2.55 -0.84 2.37  -0.218
N -2.41 -2.22 1.97  -0.474
C -1.41 -2.83 2.92  -0.241
C -1.77 -2.99 4.37  -0.647
C -3.61 -3.05 1.74  -0.214
C -3.26 -4.42 1.01  -0.616
H -3.11 0.99 1.70  0.217
H -4.40 -0.01 1.32  0.216
H -2.93 -0.03 0.32  0.217
H -1.59 -0.41 2.62  0.201
H -3.10 -0.75 3.31  0.166
H -0.92 -3.77 2.64  0.206
H -0.50 -2.24 2.81  0.191
H -0.99 -3.58 4.85  0.220
H -1.76 -2.14 5.05  0.210
H -2.75 -3.47 4.43  0.207
H -4.27 -2.36 1.20  0.207
H -4.14 -3.30 2.66  0.162
H -2.47 -4.96 1.54  0.208
H -2.84 -4.08 0.06  0.209
H -4.11 -5.08 0.87  0.219
C 5.96 4.51 -3.61  -0.633
C 4.51 5.02 -3.87  -0.070
O 3.41 4.93 -2.86  -0.471
C 2.80 3.86 -2.57  0.693
O 2.96 2.77 -3.16  -0.589
C 1.88 4.03 -1.34  0.905
F 2.57 4.67 -0.44  -0.293
F 0.71 4.65 -1.65  -0.320
F 1.49 2.89 -0.84  -0.292
H 5.95 3.58 -3.04  0.231
H 6.40 5.26 -2.96  0.215
H 6.42 4.40 -4.60  0.232
H 4.14 4.56 -4.79  0.194
H 4.55 6.06 -4.20  0.199